Record 1
ORCA calculation (the ωB97M-V functional and the def2-TZVPD basis) on C26H41ClN4O4PSSn as an isolated structure.

Atoms and positions in Å:
Sn (-0.62518, -0.98699, 0.19120)
C (-3.11232, -2.06556, 2.13167)
C (-2.99301, -2.89546, 0.87231)
N (-1.59456, -3.18011, 0.52305)
C (-0.87791, -4.16784, 1.34765)
C (-0.33738, -3.65945, 2.68629)
S (0.63180, -2.13870, 2.50864)
C (-0.13067, -0.93576, 3.61082)
C (-1.61848, -0.56953, 3.41195)
N (-2.20988, -0.88532, 2.09552)
H (-2.89098, -2.67405, 3.00332)
H (-4.15387, -1.75500, 2.22301)
H (-3.42888, -2.33460, 0.04162)
H (-3.56976, -3.81522, 0.99474)
H (-1.62815, -3.55902, -0.42278)
H (-0.03542, -4.53809, 0.76298)
H (-1.53098, -5.01729, 1.56784)
H (0.34363, -4.41293, 3.08091)
H (-1.10542, -3.48062, 3.43204)
H (0.48403, -0.04900, 3.47495)
H (0.04846, -1.29196, 4.62479)
H (-1.68991, 0.50404, 3.56852)
H (-2.19846, -1.04480, 4.20281)
H (-2.75666, -0.08516, 1.78877)
O (-3.54691, 1.72652, -4.32447)
C (-3.39956, 2.57033, -3.33727)
O (-3.71164, 3.72410, -3.39173)
C (-2.77382, 2.07278, -2.04132)
C (-2.63572, 2.87766, -0.90380)
Cl (-3.11125, 4.47651, -0.70971)
N (-1.96067, 2.16858, 0.03724)
N (-1.67684, 0.92802, -0.42566)
C (-2.17301, 0.86383, -1.67362)
C (-1.89528, -0.37115, -2.46428)
O (-2.06547, -0.43346, -3.65966)
O (-1.38720, -1.31705, -1.73995)
C (-1.47732, 2.63176, 1.30425)
C (-0.22117, 2.21151, 1.73930)
C (0.30323, 2.69989, 2.92667)
C (-0.43116, 3.58940, 3.69816)
C (-1.68717, 3.99168, 3.27069)
C (-2.21533, 3.51881, 2.07773)
H (-3.13908, 0.85043, -4.20278)
H (0.36285, 1.54929, 1.10969)
H (1.30194, 2.41803, 3.23484)
H (-0.01731, 3.97362, 4.62052)
H (-2.26103, 4.69154, 3.86262)
H (-3.19834, 3.83681, 1.76581)
C (3.17591, -1.05039, -3.56664)
C (1.81222, -1.16820, -2.86486)
C (1.47297, -2.62780, -2.55812)
P (1.84211, -0.09579, -1.36839)
C (1.36223, 1.64460, -1.73025)
C (1.89005, 2.12245, -3.09224)
C (1.72535, 2.60638, -0.59400)
C (3.21650, -0.28756, -0.15247)
C (4.46140, 0.50452, -0.57153)
C (3.53167, -1.76692, 0.07816)
H (3.08591, -1.55157, -4.53254)
H (3.95952, -1.56113, -3.00810)
H (3.48080, -0.02290, -3.75962)
H (1.01750, -0.73951, -3.48417)
H (2.28849, -3.13375, -2.04423)
H (1.30568, -3.14728, -3.50196)
H (0.55307, -2.72077, -1.98006)
H (0.26942, 1.56882, -1.81524)
H (2.97788, 2.18682, -3.10132)
H (1.49319, 3.12238, -3.27245)
H (1.55322, 1.49273, -3.91496)
H (2.70535, 3.05100, -0.75829)
H (1.73382, 2.13493, 0.39027)
H (1.00654, 3.42469, -0.56432)
H (2.81387, 0.13866, 0.77231)
H (4.87478, 0.15111, -1.51535)
H (5.21590, 0.34762, 0.20158)
H (4.28697, 1.57584, -0.63762)
H (4.07795, -2.18905, -0.76440)
H (2.63433, -2.36220, 0.25995)
H (4.17263, -1.85877, 0.95499)

Highest occupied orbital energy in eV: -17.27
Total charge: +3
DFT total energy in eV: -80230.074
HOMO-LUMO gap in eV: 5.78

=====

Record 2
ORCA calculation (the ωB97M-V functional and the def2-TZVPD basis) on one molecule with the formula C4H11NO2S.

Atoms and positions in Å:
C (1.37015, 0.25817, -1.17648)
C (0.87219, -1.68186, 0.35933)
C (0.92581, -0.19796, 0.20597)
C (-0.34818, 0.47795, 0.68370)
N (-0.13919, 1.87842, 0.78846)
O (-2.84402, 0.79142, 0.11064)
O (-1.97166, -1.42878, -0.37279)
S (-1.76080, -0.02820, -0.67957)
H (2.47239, -0.01121, -1.31204)
H (0.88258, -0.32074, -1.99438)
H (1.39940, 1.38208, -1.56404)
H (0.61644, -2.10161, -0.60955)
H (0.04687, -1.95539, 0.98646)
H (1.84149, -2.12168, 0.57766)
H (1.61031, 0.24626, 0.95857)
H (-0.77188, -0.00150, 1.57450)
H (-3.65546, 0.29357, 0.53940)
H (0.45877, 2.03980, 0.04666)
H (-1.00521, 2.48128, 0.87750)

Highest occupied orbital energy in eV: -8.04
Total charge: 0
DFT total energy in eV: -20744.884
HOMO-LUMO gap in eV: 8.65

=====

Record 3
ORCA calculation (the ωB97M-V functional and the def2-TZVPD basis) on Cl2H2NO3P as an isolated structure.

Atoms and positions in Å:
N (-0.96538, 0.00037, -0.13564)
O (-0.14758, 2.47763, -0.68522)
O (1.24569, -0.98213, -1.43140)
O (0.87922, 1.11188, 1.26789)
P (-0.00368, 1.27426, 0.07929)
Cl (0.56584, -2.34457, -1.12810)
Cl (0.75947, -0.72458, 2.50173)
H (-1.21561, -0.16590, -1.06495)
H (-1.11797, -0.64695, 0.59638)

Highest occupied orbital energy (spin up / spin down) in eV: -10.28 / -10.71
Total charge: 0
DFT total energy in eV: -41995.151
HOMO-LUMO gap (spin up / spin down) in eV: 7.20 / 8.58

=====

Record 4
ORCA calculation (the ωB97M-V functional and the def2-TZVPD basis) on C48H48BrCl3F3N7O7PbS as an isolated structure.

Atoms and positions in Å:
Pb (-0.84517, -1.65440, -0.15234)
N (-1.73231, -2.51420, -2.25161)
C (-3.18540, -2.36344, -2.52074)
C (-4.05449, -2.92167, -1.41602)
C (-4.29226, -1.94830, -0.24429)
O (-5.44307, -1.86558, 0.22244)
O (-3.25922, -1.39182, 0.21554)
H (-1.18606, -2.13138, -3.03993)
H (-1.52626, -3.52853, -2.13025)
H (-3.45884, -2.90956, -3.41694)
H (-3.34848, -1.28253, -2.60513)
H (-3.49621, -3.79358, -1.02391)
H (-5.04093, -3.29272, -1.81412)
F (-0.86996, -7.93535, 3.43566)
C (-0.55783, -7.22677, 2.31496)
F (-0.73319, -8.10211, 1.28875)
F (0.76472, -7.02267, 2.37606)
C (-1.37686, -5.95890, 2.23939)
C (-2.29635, -5.72673, 3.23679)
C (-2.99885, -4.54436, 3.31089)
C (-2.71647, -3.59993, 2.29957)
N (-1.89325, -3.79941, 1.29708)
C (-1.21106, -4.97715, 1.20609)
S (-0.24298, -5.15677, -0.19539)
H (-2.43565, -6.47356, 4.01496)
H (-3.70932, -4.28280, 4.13033)
H (-3.24543, -2.63657, 2.34729)
Cl (2.54025, -3.63299, 3.12982)
C (1.77890, -2.39566, 2.09521)
Cl (1.66405, -0.80808, 2.86705)
H (0.78544, -2.76532, 1.92714)
H (2.36272, -2.28182, 1.19629)
C (-3.00951, 6.67277, 3.27401)
C (-3.75280, 5.35064, 3.41739)
C (-4.07725, 5.12691, 4.92899)
C (-5.13822, 5.46078, 2.65426)
C (-2.85330, 4.21960, 2.87106)
O (-1.68597, 4.24756, 3.64381)
C (-2.52288, 4.43102, 1.39724)
C (-1.49506, 3.49744, 0.78925)
C (-0.02915, 3.68763, 1.14034)
C (0.78891, 2.56395, 1.31012)
C (2.13878, 2.67864, 1.54986)
C (2.69935, 3.92626, 1.52737)
Cl (4.40797, 4.11012, 1.82496)
C (1.92720, 5.09294, 1.39518)
C (0.57600, 4.95255, 1.19927)
C (-3.60526, 2.85679, 2.98944)
N (-2.65159, 1.77387, 3.05420)
C (-2.49379, 0.78019, 2.16563)
N (-1.57777, -0.06481, 2.61651)
C (-1.23299, 0.43195, 3.79375)
N (-1.85575, 1.55908, 4.14616)
H (-3.54232, 7.44289, 3.84331)
H (-2.99420, 6.98196, 2.24464)
H (-1.99842, 6.59148, 3.68823)
H (-4.49644, 6.09899, 5.26870)
H (-3.17645, 4.93539, 5.49723)
H (-4.82515, 4.37594, 5.16584)
H (-5.76890, 6.19596, 3.16902)
H (-5.63207, 4.48153, 2.64042)
H (-4.95162, 5.80951, 1.65529)
H (-1.20053, 3.39882, 3.74067)
H (-2.15533, 5.42127, 1.17698)
H (-3.42947, 4.33886, 0.75856)
H (-1.51136, 3.65187, -0.30422)
H (-1.73063, 2.45406, 0.91871)
H (0.31278, 1.57250, 1.36051)
H (2.79834, 1.79743, 1.64383)
H (2.45489, 6.05056, 1.32635)
H (-0.00039, 5.87244, 0.94965)
H (-4.25764, 2.66011, 2.13643)
H (-4.24316, 2.80226, 3.88383)
H (-3.12234, 0.66131, 1.29573)
H (-0.52635, -0.03767, 4.43577)
Br (4.24162, 3.50168, -3.88886)
C (2.57644, 2.90122, -3.11978)
C (1.43428, 3.61260, -3.38214)
C (0.18702, 3.17303, -2.87899)
C (0.11679, 2.00384, -2.13089)
C (1.33576, 1.37789, -1.77709)
C (2.55125, 1.79395, -2.25227)
C (-1.19896, 1.45807, -1.63692)
O (-2.22420, 1.92929, -2.15901)
O (-1.11356, 0.65650, -0.63588)
H (1.43821, 4.52510, -3.91707)
H (-0.72331, 3.64963, -3.19697)
H (1.25953, 0.52827, -1.11874)
H (3.45322, 1.32682, -1.93853)
O (0.07027, -1.40140, -4.27717)
C (1.06039, -1.58304, -3.60738)
N (2.30592, -1.70493, -4.15709)
C (3.25344, -2.11586, -3.10910)
C (2.38934, -1.82031, -1.88938)
O (2.90216, -1.71636, -0.77782)
N (1.10079, -1.67603, -2.22764)
C (4.56794, -1.38307, -3.11070)
C (4.77442, -0.27668, -3.90836)
C (5.98263, 0.40356, -3.90545)
C (6.99980, -0.04499, -3.09283)
C (6.83549, -1.20534, -2.34768)
C (5.61099, -1.84118, -2.32082)
C (3.48822, -3.65370, -3.23139)
C (2.63618, -4.58527, -2.60908)
C (2.77158, -5.92843, -2.87916)
C (3.72121, -6.35552, -3.81188)
C (4.57555, -5.46937, -4.42455)
C (4.44150, -4.10778, -4.13472)
H (2.48615, -1.97075, -5.13852)
H (3.93443, 0.03659, -4.51898)
H (6.14639, 1.28004, -4.52642)
H (7.97109, 0.44651, -3.09516)
H (7.61218, -1.55504, -1.66927)
H (5.48924, -2.70400, -1.64797)
H (1.87978, -4.29274, -1.86306)
H (2.12261, -6.63493, -2.38147)
H (3.85743, -7.38083, -4.03050)
H (5.31894, -5.79326, -5.14006)
H (5.05954, -3.39248, -4.65819)

Highest occupied orbital energy in eV: -3.00
Total charge: -2
DFT total energy in eV: -207172.134
HOMO-LUMO gap in eV: 6.63

=====

Record 5
ORCA calculation (the ωB97M-V functional and the def2-TZVPD basis) on a 2-piece molecular cluster, C2H8OS2 overall.

Atoms and positions in Å:
C (-0.11627, -1.54552, -0.88792)
C (-0.69530, -0.83426, 0.31324)
O (-0.49815, -1.66207, 1.53870)
H (-0.59739, -2.49249, -1.13425)
H (-0.02265, -0.87650, -1.77712)
H (0.89993, -1.74178, -0.52492)
H (-1.82617, -0.56838, 0.24433)
H (-0.11197, 0.08616, 0.50734)
H (-1.26747, -1.50168, 2.09118)
S (0.83398, 2.19975, -1.07870)
S (1.38214, 2.19529, 0.91299)
H (0.07258, 3.32280, -1.08385)
H (1.94675, 3.41868, 0.87897)

Highest occupied orbital energy in eV: -9.18
SMILES: CCO.SS
Total charge: 0
DFT total energy in eV: -25920.893
HOMO-LUMO gap in eV: 9.46

=====

Record 6
ORCA calculation (the ωB97M-V functional and the def2-TZVPD basis) on one molecule with the formula C6H9N.

Atoms and positions in Å:
C (-1.31929, 0.88216, -0.81329)
C (-0.32437, -0.03800, -0.10891)
C (0.30720, -1.07873, -0.99794)
C (-0.99023, -0.80857, 1.04361)
C (1.68040, -0.89064, -0.80128)
C (1.93261, 0.20413, 0.03916)
N (0.80478, 0.75567, 0.45047)
H (-2.09527, 0.27200, -1.28219)
H (-0.83126, 1.47424, -1.59390)
H (-1.79735, 1.56562, -0.09883)
H (-1.90560, -1.28087, 0.68047)
H (-1.24110, -0.13838, 1.87348)
H (-0.32554, -1.59739, 1.40888)
H (2.47880, -1.49549, -1.21985)
H (2.88798, 0.61057, 0.36900)
H (0.73824, 1.56368, 1.05110)

Highest occupied orbital energy in eV: -7.69
Total charge: 0
DFT total energy in eV: -7855.289
HOMO-LUMO gap in eV: 8.21

=====

Record 7
ORCA calculation (the ωB97M-V functional and the def2-TZVPD basis) on a 12-piece molecular cluster, C6H36N2O11 overall.

Atoms and positions in Å:
C (-1.82439, -3.41115, 0.23451)
C (-1.82726, -2.63920, -0.83863)
C (-1.07662, -1.34911, -1.03027)
C (-0.50358, -0.75063, 0.26309)
N (-1.54286, -0.24289, 1.18907)
C (0.47802, 0.39658, -0.08943)
N (1.72318, 0.27357, 0.67628)
C (2.73554, 1.25254, 0.25899)
H (-2.37037, -4.31406, 0.26318)
H (-1.28581, -3.16919, 1.12294)
H (-2.39056, -2.96052, -1.69057)
H (-0.24019, -1.57082, -1.73013)
H (-1.71133, -0.60478, -1.51747)
H (0.08159, -1.49664, 0.83781)
H (-2.00511, 0.56893, 0.80165)
H (-2.29416, -0.91480, 1.29965)
H (0.72995, 0.39544, -1.16367)
H (-0.02543, 1.35068, 0.11767)
H (1.51880, 0.36343, 1.68291)
H (3.62249, 1.12871, 0.88859)
H (2.38165, 2.27538, 0.37382)
H (3.00114, 1.03489, -0.79109)
O (-2.49732, 2.17799, -1.26610)
H (-3.32757, 2.63308, -1.46381)
H (-1.90611, 2.88275, -0.92217)
O (-0.53762, 3.93617, -0.54800)
H (-0.13535, 3.80645, 0.35789)
H (-0.71185, 4.88710, -0.56818)
O (2.78934, -1.28986, -1.75594)
H (2.40191, -0.73701, -2.46463)
H (2.72580, -0.74250, -0.94722)
O (1.81056, -3.56178, -0.54677)
H (0.86706, -3.53796, -0.78331)
H (2.21757, -2.85098, -1.05898)
O (1.48829, 0.34049, -3.54703)
H (1.39691, 0.18153, -4.49284)
H (0.84568, 1.03294, -3.31335)
O (0.44245, 3.52442, 1.92904)
H (1.09033, 3.98976, 2.48563)
H (0.31112, 2.68369, 2.44529)
O (0.41540, -1.41138, 3.53141)
H (-0.38982, -1.43189, 2.99789)
H (1.11855, -1.82049, 2.97873)
O (-0.05549, 1.22001, 3.27584)
H (-0.79365, 0.88109, 2.73051)
H (0.34501, 0.37710, 3.58872)
O (2.26276, -2.33665, 1.78166)
H (2.05269, -2.96225, 1.02818)
H (2.45415, -1.48603, 1.37574)
O (-4.19198, -0.99484, 0.29547)
H (-3.84509, -0.30491, -0.28846)
H (-4.18164, -1.82788, -0.19115)
O (-0.34991, 2.25871, -2.93827)
H (-1.20181, 1.90938, -2.53958)
H (-0.08504, 2.95737, -2.32509)

Highest occupied orbital energy in eV: -9.40
SMILES: C=CC[C@H](N)CNC.O.O.O.O.O.O.O.O.O.O.O
Total charge: 0
DFT total energy in eV: -32310.647
HOMO-LUMO gap in eV: 9.42

=====

Record 8
ORCA calculation (the ωB97M-V functional and the def2-TZVPD basis) on C5H13N2O as an isolated structure.

Atoms and positions in Å:
C (-0.38477, 0.54110, -1.51678)
N (0.88707, 0.37660, -2.22444)
C (-0.06124, 3.39709, -0.07364)
O (0.82778, 3.28041, -0.90294)
C (-0.59685, -0.49753, -0.43600)
C (0.32329, -0.34650, 0.78411)
C (-0.08626, -1.14313, 2.01535)
N (0.16218, -2.80326, 1.74647)
H (-0.49668, 1.57900, -1.22964)
H (-1.17618, 0.34937, -2.25085)
H (1.48908, 1.18527, -2.06271)
H (-1.12503, 3.11536, -0.51631)
H (1.42661, -0.39130, -1.85406)
H (-1.63909, -0.63689, -0.15368)
H (-0.34331, -1.46831, -0.89341)
H (1.31651, -0.64001, 0.48996)
H (0.39067, 0.70110, 1.05104)
H (-0.88629, -0.58579, 2.52819)
H (-0.75126, -2.27826, 2.04329)
H (0.00587, -2.78440, 0.73549)
H (0.71788, -0.94992, 2.72055)

Highest occupied orbital energy in eV: -1.18
Total charge: -1
DFT total energy in eV: -10418.480
HOMO-LUMO gap in eV: 4.82

=====

Calculated maximum force in order - 1.69 4.79 2.95 2.07 2.08 0.46 1.43 5.38 eV/A
Calculated ΔE to the lowest compared entry with this formula, charge and spin in order - 22.8 55.8 51.6 0.0 24.0 66.2 0.0 120.4 kcal/mol